Record 1
Density functional theory data (ωB97M-V with the def2-TZVPD basis set) for a 2-piece molecular cluster, C4H12NO2 overall.

Each line ends with the Mulliken charge.
Element x y z (Å)
C -0.904 -2.679 0.812  -0.6837
N -1.737 -2.391 -0.326  -0.5203
C -1.600 -0.889 -0.636  -0.6208
O -0.327 -0.428 -0.632  -0.6981
H 0.117 -2.315 0.738  0.2223
H -0.847 -3.757 0.986  0.3430
H -1.342 -2.232 1.738  0.1951
H -1.495 -2.868 -1.220  0.2745
H -2.251 -0.455 0.161  0.2776
H -2.133 -0.740 -1.620  0.2543
C 0.928 1.916 0.036  -0.0068
O 1.438 3.276 0.099  -0.5514
C 2.051 1.054 0.503  -1.0516
H 0.180 1.750 0.853  0.1081
H 0.473 1.759 -0.970  0.3414
H 0.799 3.847 -0.331  0.2833
H 2.166 1.269 1.542  0.2848
H 1.801 0.032 0.442  0.2823
H 2.956 1.253 -0.058  0.2658

Values from the calculation:
lowest unoccupied orbital energy = 3.722 eV
charge = -1
E = -364.79869 hartree
HOMO = -2.74 eV
max |F| = 1.66 eV/A

=====

Record 2
Density functional theory data (ωB97M-V with the def2-TZVPD basis set) for a 2-piece molecular cluster, C7H4O overall.

Each line ends with the Mulliken charge.
Element x y z (Å)
C -1.131 0.392 0.328  0.2723
C -2.318 -0.453 0.053  -0.4337
C -2.795 -1.502 -0.239  -0.0317
C 0.269 -0.051 0.137  0.1962
C 1.488 -0.242 -0.096  0.3955
C 2.892 -0.541 -0.057  -0.5682
C 4.136 -0.297 -0.152  -0.4103
H -1.760 1.754 -1.255  0.3716
H -1.075 0.607 1.390  0.1364
H -3.859 -2.139 -0.157  0.2762
H 5.429 0.691 0.220  0.3586
O -1.275 1.780 -0.172  -0.5630

Values from the calculation:
lowest unoccupied orbital energy = -1.154 eV
charge = 0
E = -343.95373 hartree
HOMO = -9.36 eV
max |F| = 7.46 eV/A

=====

Record 3
Density functional theory data (ωB97M-V with the def2-TZVPD basis set) for a 3-piece molecular cluster, C6H12Cl6 overall.

Each line ends with the Mulliken charge.
Element x y z (Å)
Cl 0.675 2.340 -0.862  -0.1872
C 0.084 2.052 0.825  0.0903
C 0.669 3.021 1.887  -0.6267
Cl 2.523 2.892 2.187  -0.2139
H 0.379 1.046 1.122  -0.1406
H -0.999 2.173 0.851  0.3414
H 0.174 2.897 2.850  0.3711
H 0.477 4.035 1.537  0.3736
Cl -1.851 -1.696 -4.164  -0.2016
C -2.029 -1.016 -2.517  -0.0900
C -1.862 0.503 -2.425  -0.0874
Cl -3.178 1.319 -3.286  -0.1964
H -1.197 -1.495 -2.001  -0.1236
H -2.906 -1.415 -2.008  0.3769
H -0.919 0.901 -2.801  0.2660
H -1.909 0.777 -1.371  0.0462
Cl 1.067 -1.321 -0.512  -0.1516
C 1.133 -2.636 0.672  -0.4651
C 1.929 -2.180 1.882  -0.4704
Cl 0.867 -1.189 2.940  -0.2057
H 1.723 -3.403 0.170  0.3290
H 0.118 -2.984 0.863  0.3092
H 2.811 -1.567 1.695  0.3179
H 2.219 -3.054 2.465  0.3387

Values from the calculation:
lowest unoccupied orbital energy = 0.501 eV
charge = 0
E = -2996.96410 hartree
HOMO = -10.54 eV
max |F| = 1.90 eV/A

=====

Record 4
Density functional theory data (ωB97M-V with the def2-TZVPD basis set) for a 2-piece molecular cluster, C2H3Cl3OSi overall.

Each line ends with the Mulliken charge.
Element x y z (Å)
C -1.375 -1.214 0.909  0.1472
C 0.524 -0.022 -1.034  0.2493
O -1.518 -2.268 1.321  -0.2148
Si 0.077 0.929 0.666  0.5242
Cl 2.236 -0.656 -0.988  -0.1525
Cl -0.481 -1.437 -1.349  -0.1401
Cl 0.323 1.128 -2.386  -0.1485
H 0.443 -0.022 1.592  -0.0926
H -1.344 1.403 0.388  -0.0492
H 1.114 2.159 0.880  -0.1228

Values from the calculation:
lowest unoccupied orbital energy = 0.244 eV
charge = 0
E = -1823.23876 hartree
HOMO = -10.46 eV
max |F| = 3.53 eV/A

=====

Record 5
Density functional theory data (ωB97M-V with the def2-TZVPD basis set) for C14H23GeN3O6Pd as an isolated structure.

Each line ends with the Mulliken charge.
Element x y z (Å)
Pd -0.587 -0.389 0.058  0.5796
O -0.211 -2.739 -5.627  -0.5468
C 0.391 -3.578 -4.817  0.4994
O 0.828 -4.648 -5.180  -0.6265
C 0.540 -3.170 -3.386  0.4135
C 1.184 -3.963 -2.467  -0.5483
N 1.157 -3.307 -1.296  -0.1914
N 0.534 -2.126 -1.387  -0.1121
C 0.144 -2.023 -2.649  -0.1455
C -0.620 -0.778 -3.065  0.8617
O -0.953 -0.686 -4.258  -0.8409
O -0.865 0.055 -2.153  -0.5636
H -0.505 -1.891 -5.151  0.4817
H 1.650 -4.927 -2.594  0.5263
H 1.556 -3.590 -0.417  0.1631
O 2.419 0.658 0.694  -0.5425
C 1.605 1.669 0.529  0.2279
O 0.399 1.538 0.400  -0.8048
C 2.256 3.041 0.497  0.5903
N 3.698 2.886 0.770  -0.5401
C 3.975 3.572 2.049  -0.6273
C 2.928 4.677 2.138  -0.6055
C 1.684 3.985 1.579  -0.7466
H 2.082 3.436 -0.504  0.3546
H 4.244 3.296 0.026  0.2706
H 3.321 1.078 0.748  0.4409
H 5.004 3.925 2.072  0.3940
H 3.846 2.861 2.869  0.2400
H 3.218 5.519 1.504  0.2800
H 2.784 5.048 3.152  0.3658
H 0.947 4.670 1.166  0.3875
H 1.188 3.403 2.360  0.3069
C -4.039 -1.661 2.964  -1.1413
Ge -3.010 -1.018 1.421  0.3087
C -3.980 0.384 0.461  -1.1551
C -2.654 -2.533 0.195  -1.2225
C -1.219 -0.371 1.927  -0.8516
H -4.990 -2.073 2.619  0.3423
H -4.249 -0.847 3.658  0.3502
H -3.499 -2.444 3.497  0.3672
H -4.930 0.001 0.083  0.3795
H -3.392 0.735 -0.388  0.3992
H -4.194 1.231 1.116  0.3550
H -3.601 -3.037 -0.009  0.4069
H -1.977 -3.261 0.643  0.3472
H -2.250 -2.224 -0.774  0.4310
H -0.670 -1.030 2.605  0.3175
H -1.192 0.644 2.325  0.4238

Values from the calculation:
lowest unoccupied orbital energy = -0.724 eV
charge = 0
E = -3367.78606 hartree
HOMO = -8.95 eV
max |F| = 0.95 eV/A

=====

Record 6
Density functional theory data (ωB97M-V with the def2-TZVPD basis set) for one molecule with the formula C5H8O.

Each line ends with the Mulliken charge.
Element x y z (Å)
O -1.762 -1.011 0.622  -0.5010
C -0.688 -0.276 0.184  0.5229
C 0.376 0.233 1.121  -0.5174
C 1.470 0.224 0.026  -0.5496
C 0.609 -0.509 -1.027  -0.4041
C -0.638 0.365 -1.119  -0.7223
H -2.533 -0.714 0.116  0.3482
H 0.622 -0.474 1.919  0.2886
H 0.084 1.190 1.561  0.2661
H 2.383 -0.316 0.291  0.3081
H 1.762 1.234 -0.291  0.2633
H 0.186 -1.431 -0.469  0.1525
H -1.359 0.041 -1.865  0.3619
H -0.512 1.445 -1.070  0.1828

Values from the calculation:
lowest unoccupied orbital energy = 0.743 eV
charge = 0
E = -270.41295 hartree
HOMO = -7.68 eV
max |F| = 1.71 eV/A

=====

Record 7
Density functional theory data (ωB97M-V with the def2-TZVPD basis set) for a 3-piece molecular cluster, C5H7N overall.

Each line ends with the Mulliken charge.
Element x y z (Å)
C -1.895 -0.597 0.266  -0.4419
C -0.435 -0.376 0.068  0.6185
C 0.791 -0.464 -0.023  -0.1372
C 2.224 -0.625 -0.365  -0.6348
C 2.872 0.734 0.053  -0.5283
H -3.625 0.574 -0.225  0.2365
H -2.058 1.677 -0.073  0.2598
H -2.328 -1.532 -0.293  0.2425
H -2.162 -0.811 1.392  0.2351
H 2.786 -1.925 -0.849  0.2749
H 4.057 0.538 -0.069  0.2347
H 2.336 2.156 0.654  0.2620
N -2.561 0.651 -0.534  -0.6218

Values from the calculation:
lowest unoccupied orbital energy = -0.100 eV
charge = 0
E = -249.10132 hartree
HOMO = -8.45 eV
max |F| = 5.36 eV/A

=====

Record 8
Density functional theory data (ωB97M-V with the def2-TZVPD basis set) for an isolated ion of composition C4H7Br2F3N and charge +1.

Each line ends with the Mulliken charge.
Element x y z (Å)
N -0.688 -0.372 -1.799  -0.2739
C 0.078 0.804 -1.238  -0.6209
C -0.275 1.193 0.315  -0.5866
C -0.264 -0.060 1.370  0.1000
F -1.559 -0.821 1.427  -0.2620
Br -0.091 0.786 3.218  -0.0046
C 1.020 -1.073 1.233  0.6350
F 2.257 -0.450 0.709  -0.2279
F 1.346 -1.513 2.641  -0.2245
Br 0.513 -2.792 0.264  -0.0786
H 0.009 -1.003 -2.278  0.3722
H -1.296 -0.877 -1.118  0.3258
H -1.340 -0.021 -2.563  0.4109
H -0.241 1.748 -1.895  0.3447
H 1.254 0.706 -1.417  0.3015
H 0.571 1.948 0.688  0.4082
H -1.296 1.795 0.442  0.3805

Values from the calculation:
lowest unoccupied orbital energy = -4.045 eV
charge = +1
E = -5658.63118 hartree
HOMO = -14.06 eV
max |F| = 4.84 eV/A

=====

Record 9
Density functional theory data (ωB97M-V with the def2-TZVPD basis set) for one molecule with the formula C5H7NO.

Each line ends with the Mulliken charge.
Element x y z (Å)
O 2.624 -0.645 0.747  -0.4955
C 2.064 -0.448 -0.525  -0.4528
C 0.649 0.057 -0.540  -0.1367
C -0.191 0.247 0.461  -0.4929
C -1.434 0.873 0.558  0.0545
C -2.415 0.218 -0.339  -0.1865
N -2.615 -0.020 0.967  -0.3595
H 2.456 0.157 1.259  0.3087
H 2.658 0.263 -1.127  0.2541
H 2.124 -1.413 -1.043  0.2862
H -1.531 1.904 0.875  0.3517
H -2.268 -0.576 -1.072  0.2627
H 0.311 0.351 -1.541  0.3416
H -2.432 -0.968 1.319  0.2644

Values from the calculation:
lowest unoccupied orbital energy (spin up / spin down) = 0.211 / -0.382 eV
charge = 0
E = -324.49797 hartree
HOMO (spin up / spin down) = -8.37 / -7.94 eV
max |F| = 1.34 eV/A

=====

Record 10
Density functional theory data (ωB97M-V with the def2-TZVPD basis set) for a 2-piece molecular cluster, C8H21B3N2O5 overall.

Each line ends with the Mulliken charge.
Element x y z (Å)
H -0.871 -2.444 4.737  0.2587
N -0.267 -2.936 4.074  -0.6503
C -0.349 -2.425 2.919  -0.0297
C -1.238 -1.281 2.494  -0.1282
B -2.681 -1.836 2.227  0.6520
O -3.812 -1.266 2.788  -0.5457
B -4.664 -2.148 3.418  0.6648
O -4.637 -3.476 3.045  -0.6393
B -3.725 -3.927 2.107  0.6280
O -2.886 -3.008 1.517  -0.5099
H 0.270 -2.872 2.140  0.3728
H -1.276 -0.539 3.295  0.2464
H -0.812 -0.819 1.601  -0.1179
H -5.389 -1.782 4.282  -0.1195
H -3.668 -5.076 1.828  -0.1155
C 1.557 0.438 -4.481  -0.7247
O 2.512 1.112 -3.690  -0.3514
C 2.288 2.509 -3.548  -0.7945
C 1.934 2.856 -2.118  -0.2143
N 0.630 2.322 -1.762  -0.2925
C 0.275 2.445 -0.355  -0.7857
C 1.136 1.716 0.671  -0.5040
O 1.047 0.303 0.605  -0.3247
C 1.895 -0.326 -0.337  -0.7096
H 1.914 -0.581 -4.617  0.2429
H 0.568 0.407 -4.009  0.3008
H 1.449 0.907 -5.465  0.3504
H 1.495 2.837 -4.227  0.4075
H 3.211 3.026 -3.823  0.3918
H 1.911 3.946 -2.017  0.3684
H 2.746 2.486 -1.477  0.1841
H 0.586 1.349 -2.035  0.0905
H -0.752 2.089 -0.239  0.4040
H 0.270 3.509 -0.094  0.3963
H 0.768 1.991 1.662  0.3712
H 2.187 2.023 0.622  0.3661
H 2.830 0.226 -0.466  0.3236
H 1.422 -0.439 -1.317  0.2533
H 2.125 -1.321 0.044  0.2839

Values from the calculation:
lowest unoccupied orbital energy = 0.570 eV
charge = 0
E = -877.89086 hartree
HOMO = -8.89 eV
max |F| = 0.85 eV/A